C3H7NO | ωB97M-V/def2-TZVPD

Properties
ΔE to the lowest compared entry with this formula, charge and spin = 44.8 kcal per mole
E = -248.455046 Eh
2S+1 = 1
Kohn-Sham gap = 10.6 eV
SMILES = N[C@@H]1C[C@H]1O
M = 73.09 g mol⁻¹

Geometry (Å):
C1 -0.3818 -0.1124 0.4044
C2 0.2813 1.1807 -0.0675
C3 0.7835 -0.1582 -0.4880
H1 -2.3615 0.0794 0.2622
H2 -1.8921 -1.4334 0.0071
H3 -0.1962 -0.3211 1.4769
H4 0.8277 1.7358 0.6991
H5 -0.2962 1.7954 -0.7762
H6 0.6240 -0.4988 -1.4930
H7 2.1930 -1.3871 0.0968
N1 -1.6399 -0.4515 -0.2110
O1 2.0583 -0.4288 0.0891

Cartesian forces (eV/Å) of the 2 atoms listed first:
C -0.09 0.27 0.79
C -1.04 0.30 -0.24

Results of the Löwdin charge analysis, in e, for atoms 1 through 4: -0.356 -0.053 -0.343 0.069

***

C4H11N2O | ωB97M-V/def2-TZVPD

Properties
net charge = +1
ΔE to the lowest compared entry with this formula, charge and spin = 144.6 kcal per mole
E = -343.333756 Eh
2S+1 = 1
Kohn-Sham gap = 5.2 eV
M = 103.14 g mol⁻¹

Geometry (Å):
N1 3.1356 -1.1450 0.5533
C1 -0.1712 0.9370 0.5239
C2 -0.7155 1.1166 1.8686
C3 -0.0124 -0.2174 -0.3164
N2 -1.4400 -0.4353 -0.3047
C4 -2.1071 0.4006 -1.3999
O1 0.8115 -0.5165 -1.1027
H1 3.7422 -1.8656 0.9108
H2 2.9739 -1.1392 -0.4312
H3 3.4522 -0.2730 0.9400
H4 0.4092 1.8154 0.1777
H5 -1.4991 1.8880 1.8074
H6 -0.1530 1.5211 2.7203
H7 -1.2773 0.3722 2.4478
H8 -1.9889 -1.2912 -0.3844
H9 -2.9256 -0.1534 -1.8327
H10 -2.4722 1.3517 -1.0169
H11 -1.3408 0.6808 -2.1389

Cartesian forces (eV/Å) of the 2 atoms listed first:
N -0.58 -0.02 1.33
C 2.12 0.99 3.41

Results of the Löwdin charge analysis, in e, for atoms 1 through 4: 0.025 0.152 -0.025 -0.446

***

C4H12N2O | ωB97M-V/def2-TZVPD

Properties
ΔE to the lowest compared entry with this formula, charge and spin = 45.6 kcal per mole
E = -344.312369 Eh
2S+1 = 1
Kohn-Sham gap = 9.6 eV
SMILES = C/C=C/O.NCN
M = 104.15 g mol⁻¹

Geometry (Å):
C1 -0.6225 1.1343 -1.2937
N1 0.3564 0.8457 -2.3108
N2 -1.6248 0.0981 -1.1602
H1 0.6750 -0.1159 -2.2521
H2 -0.0540 0.9373 -3.2347
H3 -1.2043 -0.7653 -0.8253
H4 -2.2894 0.3475 -0.4068
H5 -1.1196 2.0802 -1.5286
H6 -0.0503 1.2414 -0.3196
C2 1.8759 -0.7391 0.6974
C3 -0.4609 -0.8920 1.5535
C4 0.6665 -0.1978 1.3926
O1 -1.4842 -0.5630 2.3927
H7 -1.4580 0.3685 2.6424
H8 -0.5674 -1.9076 1.1942
H9 0.7935 0.7439 1.9149
H10 2.7044 -0.8560 1.3985
H11 1.6657 -1.7017 0.2368
H12 2.1978 -0.0587 -0.0912

Cartesian forces (eV/Å) of the 2 atoms listed first:
C 0.83 -0.02 1.22
N 0.10 0.08 -0.57

Results of the Löwdin charge analysis, in e, for atoms 1 through 4: -0.401 -0.005 -0.010 0.056

***

C25H30N6S | ωB97M-V/def2-TZVPD

Properties
ΔE to the lowest compared entry with this formula, charge and spin = 0.0 kcal per mole
E = -1697.394444 Eh
2S+1 = 1
Kohn-Sham gap = 8.1 eV
SMILES = CSc1nc(N2CCN(c3ccccc3)CC2)cc(N2CCN(c3ccccc3)CC2)n1
M = 446.62 g mol⁻¹

Geometry (Å):
C1 -1.8525 -4.9596 0.9547
H1 -2.0122 -5.8924 1.4847
H2 -2.1126 -5.0637 -0.0935
H3 -2.4226 -4.1561 1.4089
S1 -0.0807 -4.5836 1.0905
C2 -0.0103 -3.0757 0.1990
N1 1.1906 -2.5491 0.1057
C3 1.2938 -1.3936 -0.5725
N2 2.5546 -0.9089 -0.7177
C4 2.8696 0.4365 -1.1302
H4 2.0533 0.8750 -1.7002
H5 3.7572 0.3961 -1.7737
C5 3.1919 1.3073 0.1008
N3 4.2883 0.7320 0.8489
C6 5.5950 1.0934 0.5382
C7 5.9145 2.4442 0.3525
C8 7.2095 2.8443 0.0969
C9 8.2353 1.9161 0.0291
C10 7.9394 0.5803 0.2289
C11 6.6427 0.1696 0.4761
H6 6.4578 -0.8843 0.6118
H7 8.7253 -0.1600 0.1832
H8 9.2480 2.2309 -0.1707
H9 7.4212 3.8949 -0.0414
H10 5.1441 3.1964 0.4324
C12 3.9690 -0.6246 1.2420
H11 4.7831 -1.0444 1.8305
C13 3.6417 -1.5088 0.0297
H12 3.3283 -2.5019 0.3479
H13 4.5107 -1.5821 -0.6324
H14 3.0798 -0.5783 1.8814
H15 3.4338 2.3172 -0.2242
H16 2.3114 1.3476 0.7524
C14 0.1566 -0.7942 -1.1264
C15 -1.0676 -1.4421 -0.9567
N4 -1.1410 -2.6021 -0.2782
N5 -2.2383 -1.0050 -1.5042
C16 -3.4808 -1.6314 -1.1057
H17 -3.2674 -2.6502 -0.7881
H18 -4.1513 -1.6401 -1.9703
C17 -4.1169 -0.8351 0.0360
N6 -4.3343 0.5344 -0.3879
C18 -5.3477 1.2813 0.2071
C19 -6.6380 0.7476 0.2897
C20 -7.6770 1.4817 0.8228
C21 -7.4666 2.7725 1.2801
C22 -6.1975 3.3151 1.1971
C23 -5.1483 2.5825 0.6729
H19 -4.1660 3.0286 0.6459
H20 -6.0141 4.3185 1.5541
H21 -8.2817 3.3462 1.6940
H22 -8.6642 1.0454 0.8727
H23 -6.8323 -0.2458 -0.0861
C24 -3.0984 1.1726 -0.7787
H24 -3.3108 2.1782 -1.1439
C25 -2.4650 0.3575 -1.9175
H25 -1.5404 0.8286 -2.2445
H26 -3.1601 0.3370 -2.7636
H27 -2.3821 1.2347 0.0588
H28 -5.0604 -1.2897 0.3317
H29 -3.4329 -0.8636 0.9015
H30 0.2256 0.1225 -1.6823

Cartesian forces (eV/Å) of the 2 atoms listed first:
C 0.49 0.21 -0.02
H -0.01 -0.09 0.06

Results of the Löwdin charge analysis, in e, for atoms 1 through 4: -0.403 0.025 0.029 0.026

***

C11H13NO | ωB97M-V/def2-TZVPD

Properties
ΔE to the lowest compared entry with this formula, charge and spin = 181.9 kcal per mole
E = -556.662372 Eh
2S+1 = 1
Kohn-Sham gap = 8.3 eV
M = 175.23 g mol⁻¹

Geometry (Å):
C1 2.1626 -1.4620 -0.1493
C2 -1.7192 0.1419 1.5665
C3 3.6201 0.6874 0.3807
C4 2.1489 0.9163 0.4721
C5 -0.6933 -1.0499 1.4947
C6 -2.0231 0.1277 0.0734
C7 -1.2116 -2.0982 0.5114
C8 -2.1131 -1.3079 -0.4576
C9 -0.0577 -1.2263 0.1682
C10 -0.9285 -0.4124 -0.8251
C11 -0.7897 0.2884 -2.1721
N1 2.6437 -0.4081 0.4309
O1 2.5485 -2.4991 -0.6048
H1 -2.4775 -0.1793 2.1422
H2 -1.1856 0.9801 1.8131
H3 4.0484 0.7508 -0.6050
H4 4.2132 0.7214 1.3911
H5 1.8398 1.4158 1.3144
H6 1.6769 1.3632 -0.3571
H7 -0.1242 -1.4465 2.4428
H8 -2.8117 0.8533 -0.4137
H9 -1.2038 -3.0679 0.8448
H10 -2.8062 -1.8268 -1.0993
H11 -1.7164 0.4877 -2.6987
H12 -0.1031 -0.1358 -2.8321
H13 -0.3091 1.2297 -2.1320

Cartesian forces (eV/Å) of the 2 atoms listed first:
C -4.07 -2.68 -0.58
C 3.33 -2.58 -3.93

Results of the Löwdin charge analysis, in e, for atoms 1 through 4: -0.263 -0.065 -0.026 -0.117

***

C21H41IrNO3PS3Si2Te | ωB97M-V/def2-TZVPD

Properties
net charge = +1
ΔE to the lowest compared entry with this formula, charge and spin = 4.6 kcal per mole
⟨S²⟩ = 0.773
E = -3592.466740 Eh
2S+1 = 2
Kohn-Sham gap (alpha / beta) = 6.4 / 5.0 eV
M = 858.73 g mol⁻¹

Geometry (Å):
Ir1 -0.2180 -0.4506 0.5585
S1 -0.1173 1.6144 -0.3440
C1 1.5066 1.8697 -0.9280
C2 1.9700 3.1543 -1.2333
C3 3.2673 3.3169 -1.6714
C4 4.1009 2.2043 -1.8235
C5 3.6484 0.9364 -1.5138
C6 2.3443 0.7665 -1.0441
S2 1.7420 -0.8008 -0.5521
H1 1.3198 4.0099 -1.0996
H2 3.6394 4.3069 -1.8978
H3 5.1164 2.3379 -2.1718
H4 4.3034 0.0789 -1.6050
C7 3.4280 -1.9701 2.6554
C8 1.9507 -2.2337 2.8111
O1 1.2596 -1.0552 3.3118
P1 0.7790 0.1406 2.4044
O2 -0.0912 0.9896 3.3927
C9 -1.1990 0.4229 4.1624
C10 -1.0717 0.8891 5.5886
O3 1.9863 1.0771 2.0747
C11 2.7828 1.7456 3.0974
C12 3.9591 2.3730 2.3963
H5 3.9275 -2.8898 2.3492
H6 3.8625 -1.6460 3.6012
H7 3.6128 -1.2131 1.8925
H8 1.7492 -3.0009 3.5542
H9 1.4902 -2.5364 1.8686
H10 -1.1666 -0.6633 4.0926
H11 -2.1131 0.7795 3.6907
H12 -0.1556 0.5087 6.0392
H13 -1.9195 0.5186 6.1651
H14 -1.0681 1.9772 5.6413
H15 3.0921 1.0015 3.8326
H16 2.1472 2.4843 3.5833
H17 4.5763 1.6117 1.9195
H18 4.5707 2.9132 3.1189
H19 3.6195 3.0744 1.6341
S3 -3.5981 -2.5893 3.0608
C13 -2.5351 -1.9177 2.1101
N1 -1.7390 -1.4138 1.3814
C14 -5.8053 -1.0012 -4.8965
Si1 -4.2753 -1.6444 -4.0506
C15 -4.6909 -2.8744 -2.7130
C16 -3.0636 -2.3615 -5.2785
C17 -3.4480 -0.1357 -3.2207
Te1 -1.6090 -0.6818 -2.3191
C18 -0.2763 -0.1549 -3.8708
Si2 -0.6127 1.3609 -4.9847
C19 -1.4882 2.7366 -4.0728
C20 -1.6471 0.7966 -6.4361
C21 1.0669 1.8990 -5.5834
H20 -6.3407 -1.8181 -5.3852
H21 -5.5621 -0.2608 -5.6612
H22 -6.4886 -0.5383 -4.1822
H23 -5.1863 -3.7461 -3.1460
H24 -5.3713 -2.4447 -1.9746
H25 -3.8041 -3.2347 -2.1867
H26 -3.5295 -3.1778 -5.8345
H27 -2.1773 -2.7737 -4.7888
H28 -2.7386 -1.6139 -6.0061
H29 -4.0853 0.2750 -2.4352
H30 -3.2325 0.6578 -3.9347
H31 -0.2344 -1.0472 -4.5013
H32 0.6913 -0.0725 -3.3702
H33 -2.4817 2.4525 -3.7199
H34 -1.6166 3.5834 -4.7519
H35 -0.9187 3.0881 -3.2153
H36 -2.6625 0.5058 -6.1592
H37 -1.1829 -0.0504 -6.9461
H38 -1.7321 1.6078 -7.1629
H39 1.7100 2.1845 -4.7510
H40 0.9834 2.7555 -6.2563
H41 1.5618 1.0941 -6.1317

Cartesian forces (eV/Å) of the 2 atoms listed first:
Ir -0.18 0.38 -0.68
S 0.21 -0.12 0.04

Results of the Löwdin charge analysis, in e, for atoms 1 through 4: 0.527 0.631 -0.661 -0.104